Formula: C25H15ClI2N3O7SSr
Source: the OMol25 dataset
Level of theory: ωB97M-V/def2-TZVPD

```
55
Properties=species:S:1:pos:R:3
I -3.93073 1.47589 -0.70263
I -2.49393 4.72955 -0.33805
Sr 0.15521 1.51466 0.39657
Cl 1.87104 2.71486 -7.16018
S -0.88683 -1.43648 -1.70750
O -1.54208 1.44054 5.11042
O 2.16616 4.21298 4.07707
O 0.62335 3.03838 6.30405
O -1.42284 1.76413 2.19881
O 1.98438 0.69464 -1.18644
O -0.48990 1.96131 -1.85721
O 0.83329 3.46962 1.56590
N -0.37020 -1.13009 -0.12518
N 0.67221 -3.23201 -0.02682
N 1.28699 -0.34378 1.95607
C 2.19921 0.93980 -2.37262
C 0.36410 2.95243 5.12299
C 0.06399 2.12265 -2.98499
C -1.08435 -3.19756 -1.67072
C 0.93977 -1.62202 1.79791
C -0.08426 2.98922 -5.27576
C -0.31254 -5.31240 -0.82392
C -0.23778 -3.92899 -0.84117
C 1.57432 -2.15191 4.03748
C 0.44391 3.17670 2.74139
C -0.62636 2.81259 -4.03612
C -1.21546 -5.96342 -1.65670
C 1.06074 -2.56134 2.81422
C -2.01970 -3.84583 -2.45815
C -0.66163 2.33709 3.05989
C 1.96604 -0.83518 4.19566
C 1.19951 2.48680 -5.56688
C 0.36972 -1.98007 0.47357
C 1.13540 3.57022 3.98471
C -3.63514 3.16496 0.55305
C 1.80299 0.03116 3.12371
C -2.06816 -5.23568 -2.46793
C 1.37572 1.63697 -3.31223
C 1.90617 1.82879 -4.60683
C -0.74980 2.15017 4.50900
H 2.07946 1.07529 3.21107
H 3.16244 0.59350 -2.79863
H 2.36557 -0.46707 5.12946
H -2.69103 -3.25933 -3.07183
H -4.60766 3.56101 0.81163
H 1.65166 -2.85321 4.85774
H -1.61360 3.19230 -3.80369
H -1.25338 -7.04469 -1.65612
H 1.28460 -3.79763 0.53802
H -2.77931 -5.74341 -3.10593
H -0.63302 3.51416 -6.04733
H 2.89556 1.44181 -4.82379
H -3.07822 2.80438 1.41297
H 0.34185 -5.88036 -0.17218
H 0.71255 -3.57609 2.67416
```

Summary:
- spin multiplicity = 1
- charge = -1
- Kohn-Sham gap (eV) = 5.8
- electronic energy (eV) = -85371.49275
- ΔE to the lowest compared entry with this formula, charge and spin (kcal per mole) = 4.1
- F_max (eV/Å) = 0.68

natural (NBO) atomic charge list, values in e, 6 entries:
1. I 0.111
2. I 0.124
3. Sr 1.829
4. Cl -0.042
5. S 0.499
6. O -0.589

Formula: C25H16F4N6O4Pb
Source: the OMol25 dataset
Level of theory: ωB97M-V/def2-TZVPD

```
56
Properties=species:S:1:pos:R:3
Pb -1.54864 2.39472 3.31451
F 1.43126 0.50512 -4.69969
F 3.60646 1.87302 -0.70759
F 1.39706 3.09752 0.07371
F -0.77684 1.79152 -3.93269
O 2.28946 2.22762 5.58091
O -0.02054 1.14822 1.53721
O -3.02384 -1.44708 2.72601
O -1.71854 0.12692 3.59281
N -3.02714 3.58432 -2.84409
N -1.08064 -0.94748 1.67601
N 0.35356 2.46892 4.27481
N -1.34684 3.62012 1.04221
N 4.09976 -0.85508 -5.30209
N 5.95986 0.33332 -1.81319
C -1.33974 -3.10478 0.58601
C -2.03104 -0.75868 2.74291
C 2.61256 1.11032 -2.73309
C -1.80034 -3.84018 -0.49599
C 1.03516 -0.61138 2.87551
C 2.53106 1.81972 -1.49709
C -1.55314 -1.72448 0.58861
C 0.19856 2.46322 -1.87739
C -2.77744 -1.88518 -1.46849
C 1.32386 2.34672 4.94651
C 1.38736 2.44212 -1.09359
C 0.19916 -0.28718 1.63111
C -2.30944 -1.10968 -0.41829
C 3.76946 0.44122 -3.12689
C 0.98316 -0.69628 0.37491
C -2.51014 -3.23988 -1.51969
C -0.61344 -3.77488 1.71261
C 3.90306 -0.26658 -4.33709
C -2.66654 0.34092 -0.31679
C 0.29596 1.80872 -3.13969
C 4.95776 0.40372 -2.36909
C 1.42706 1.14972 -3.53289
C -1.14024 3.40822 -0.07239
C -0.97844 3.06172 -1.41229
C -2.10564 3.31132 -2.21849
H -2.93624 0.74622 -1.29129
H -3.36554 -1.41948 -2.24499
H -0.84434 -3.28398 2.65231
H 1.27756 -1.67068 2.89331
H 1.96406 -0.04248 2.84571
H 0.77026 1.58732 1.87871
H -2.86594 -3.82958 -2.35149
H 1.95736 -0.21338 0.39581
H -0.91564 -4.81558 1.77751
H -3.52264 0.45472 0.34891
H -1.59954 -4.89938 -0.52689
H -1.84384 0.90472 0.11691
H 1.12776 -1.77108 0.34591
H 0.45296 -0.39228 -0.52619
H 0.48476 -0.34458 3.77371
H 0.46626 -3.74088 1.56431
```

Summary:
- spin multiplicity = 1
- charge = 0
- Kohn-Sham gap (eV) = 4.5
- electronic energy (eV) = -59430.20499
- ΔE to the lowest compared entry with this formula, charge and spin (kcal per mole) = 37.9
- F_max (eV/Å) = 2.51

natural (NBO) atomic charge list, values in e, 6 entries:
1. Pb 1.510
2. F -0.271
3. F -0.274
4. F -0.282
5. F -0.267
6. O -0.553